No. 1
Molecular formula: C16H19N7OS2
Method: DFT, ωB97M-V/def2-TZVPD

- Net charge: 0
- 2S+1: 1
- Gap between HOMO and LUMO: 0.3125 hartree
- E: -1876.01536 a.u.
- ΔE to the lowest compared entry with this formula, charge and spin: 6.5 kcal/mol

Each line ends with the natural charge from an NBO analysis.
CARTESIAN COORDINATES (ANGSTROEM)
H1 4.310 -0.462 -2.123  0.21
O1 -3.974 1.481 -1.796  -0.54
S1 -1.069 2.369 1.698  0.28
C1 -2.336 -1.932 0.222  0.19
H2 -0.264 -4.396 -0.424  0.22
N1 -2.454 -1.275 1.350  -0.38
C2 -0.595 -2.340 1.412  0.33
H3 -1.502 -3.726 -1.516  0.22
C3 -2.076 2.151 0.256  0.24
H4 -5.396 -0.575 -1.229  0.26
H5 1.580 3.920 1.640  0.23
H6 -4.790 -0.683 0.460  0.25
C4 1.815 0.800 -0.256  -0.12
H7 3.656 -2.493 -0.921  0.20
H8 1.030 -2.220 2.729  0.22
C5 -4.522 -0.515 -0.582  -0.61
H9 0.666 -3.866 2.166  0.22
C6 0.744 -2.820 1.852  -0.26
N2 -2.984 1.132 0.238  -0.67
H10 2.435 -3.438 0.814  0.39
N3 -1.177 -2.646 0.211  -0.36
H11 0.101 -2.959 -1.402  0.23
C7 3.232 2.034 -1.918  -0.63
H12 -2.896 0.433 0.989  0.45
C8 2.090 -1.547 0.193  0.23
H13 1.293 1.727 -0.065  0.20
N4 -1.827 2.996 -0.675  -0.28
C9 0.733 4.541 1.352  -0.66
S2 -3.450 -1.894 -1.111  0.29
H14 2.370 2.683 -2.058  0.22
H15 0.383 5.069 2.238  0.23
C10 1.441 -0.338 0.434  -0.34
H16 3.660 1.799 -2.889  0.21
C11 -0.680 -3.481 -0.845  -0.40
H17 3.979 2.584 -1.344  0.21
C12 -0.352 3.707 0.793  0.06
C13 2.839 0.784 -1.191  -0.06
C14 3.500 -0.419 -1.409  -0.18
N5 -1.361 -1.531 2.086  -0.28
H18 1.046 5.262 0.602  0.25
H19 0.651 -0.271 1.165  0.23
N6 1.696 -2.753 0.766  -0.63
C15 3.134 -1.564 -0.733  -0.28
N7 -0.868 3.857 -0.369  -0.25
C16 -3.812 0.816 -0.810  0.67

Forces on the atoms, in the same order (eV/Å):
0.079 -0.007 -0.083
-0.124 0.013 -0.231
-0.142 0.401 -0.836
-0.016 -0.011 0.147
-0.063 0.033 -0.098
-0.664 -0.224 -0.522
-0.219 -0.056 0.081
0.052 -0.062 0.037
0.684 0.232 0.815
0.079 0.045 0.069
0.100 0.035 0.019
-0.097 0.042 -0.017
0.202 0.014 -0.186
0.041 -0.107 -0.055
-0.100 -0.089 -0.079
0.276 -0.184 -0.070
0.094 0.102 0.009
0.098 0.037 0.049
-0.180 -0.090 0.309
-0.102 0.061 0.038
-0.437 0.558 0.568
-0.064 -0.087 -0.001
0.050 0.017 0.071
-0.129 0.134 -0.346
0.067 0.236 -0.245
-0.106 0.099 0.019
-1.268 -0.888 -0.806
0.116 0.075 0.146
-0.204 -0.035 -0.301
-0.021 0.080 -0.061
0.063 0.075 0.044
-0.046 -0.183 0.205
0.023 0.056 -0.086
0.278 -0.249 -0.499
0.051 0.093 -0.040
-0.198 -0.582 0.640
-0.084 0.053 0.014
-0.048 0.004 0.091
0.998 -0.174 0.704
0.011 0.020 -0.024
-0.088 0.039 0.064
0.168 -0.470 0.221
-0.014 -0.046 0.049
1.137 1.153 0.069
-0.253 -0.163 0.109


No. 2
Molecular formula: C2HGdO4
Method: DFT, ωB97M-V/def2-TZVPD

- Net charge: +1
- 2S+1: 9
- Expectation value of S²: 20.02
- Gap between HOMO and LUMO (spin up / spin down): 0.3153 / 0.3092 hartree
- E: -1143.17604 a.u.

Each line ends with the Mulliken spin population.
CARTESIAN COORDINATES (ANGSTROEM)
O1 -1.927 -0.599 0.177  -0.04
H1 1.938 0.964 -0.663  0.00
O2 -1.577 1.639 -0.130  0.01
O3 0.277 -0.179 -0.535  -0.12
C1 -1.440 0.464 -0.182  -0.16
C2 1.338 0.349 0.029  -0.06
Gd1 -0.371 -2.536 0.223  8.37
O4 1.763 -0.102 1.081  0.01

Forces on the atoms, in the same order (eV/Å):
0.491 -1.399 -0.774
-0.325 0.577 0.620
1.075 -2.654 -1.150
-1.249 -1.076 -0.481
-1.221 2.675 2.250
1.740 -1.435 0.173
-0.058 2.893 -0.174
-0.453 0.419 -0.466


No. 3
Molecular formula: H22NO9
Method: DFT, ωB97M-V/def2-TZVPD

- Net charge: +1
- 2S+1: 1
- Gap between HOMO and LUMO: 0.4056 hartree
- E: -744.88767 a.u.
- ΔE to the lowest compared entry with this formula, charge and spin: 42.8 kcal/mol

Each line ends with the natural charge from an NBO analysis.
CARTESIAN COORDINATES (ANGSTROEM)
H1 0.906 2.391 1.304  0.49
H2 0.432 -2.374 1.200  0.49
H3 2.444 -0.063 -0.410  0.48
H4 -0.295 0.585 -1.700  0.45
O1 0.625 2.155 2.155  -0.97
H5 2.480 0.401 -2.536  0.49
O2 1.697 -0.282 0.146  -0.95
O3 -0.838 -0.641 2.105  -0.94
O4 2.024 1.218 -2.397  -0.96
H6 -1.337 2.188 1.797  0.49
H7 1.743 2.393 -1.090  0.50
H8 0.072 -2.424 -1.424  0.47
H9 0.308 -3.690 0.383  0.51
H10 -0.419 0.710 -0.084  0.47
H11 -1.737 -2.418 0.281  0.48
O5 -2.632 -2.417 -0.026  -0.96
O6 -2.053 2.298 1.177  -0.97
H12 -1.269 -1.350 2.505  0.47
N1 -0.905 0.490 -0.929  -0.84
O7 0.028 -2.768 0.425  -0.97
H13 0.976 2.824 2.701  0.48
H14 0.075 -0.720 2.395  0.48
H15 1.168 3.692 -0.364  0.49
H16 2.620 1.863 -2.836  0.50
H17 -0.163 -3.195 -2.681  0.48
O8 0.053 -2.344 -2.347  -0.96
H18 -3.199 -2.303 0.761  0.47
O9 1.008 2.729 -0.515  -0.99
H19 1.800 -1.242 0.138  0.47
H20 -1.061 -0.487 -0.819  0.44
H21 -1.818 0.933 -0.978  0.46
H22 -2.732 1.847 1.664  0.47

Forces on the atoms, in the same order (eV/Å):
0.676 0.303 -2.381
-0.064 -0.083 0.188
0.320 0.791 -0.093
0.705 0.683 -1.286
-1.246 -1.621 1.299
0.307 -1.035 -0.264
0.018 -0.704 -0.053
1.243 1.564 -1.247
0.600 1.197 -0.472
1.251 0.228 0.287
-0.988 0.331 0.798
0.068 -0.334 2.097
-0.004 -0.088 0.165
0.424 0.966 0.855
0.883 -0.232 0.532
-1.578 0.424 0.066
-0.211 -0.106 -0.514
-1.393 -1.829 1.192
-0.856 -0.755 0.733
0.401 -0.226 -0.162
0.557 1.140 1.321
0.167 0.594 0.251
-0.230 -1.117 -0.370
-0.622 -0.414 0.068
-0.383 -1.078 -0.573
0.367 1.601 -1.674
0.402 -0.116 -0.662
0.913 1.111 -0.159
-0.352 -0.149 0.156
-0.552 -1.357 -0.141
0.207 0.545 -0.050
-1.030 -0.231 0.093


No. 4
Molecular formula: C5H8O
Method: DFT, ωB97M-V/def2-TZVPD

- Net charge: 0
- 2S+1: 1
- Gap between HOMO and LUMO: 0.3788 hartree
- E: -270.43019 a.u.
- ΔE to the lowest compared entry with this formula, charge and spin: 80.1 kcal/mol

Each line ends with the natural charge from an NBO analysis.
CARTESIAN COORDINATES (ANGSTROEM)
C1 -0.031 0.169 -0.085  -0.13
C2 -0.096 0.937 1.213  -0.43
H1 0.816 -1.659 -0.708  0.17
H2 -0.032 2.016 1.058  0.22
H3 -0.849 -1.828 -0.062  0.17
H4 -1.290 1.328 -1.478  0.22
C3 1.153 0.209 0.891  0.10
O1 0.968 -1.163 1.263  -0.52
H5 -0.678 0.626 2.077  0.21
C4 -0.734 0.389 -1.390  -0.60
H6 -0.110 0.223 -2.271  0.22
H7 -1.425 -0.509 -1.351  0.21
H8 2.170 0.560 0.763  0.21
C5 0.137 -1.297 0.080  -0.05

Forces on the atoms, in the same order (eV/Å):
0.062 -0.181 -0.179
-0.183 -0.042 0.047
-0.335 -0.022 -0.024
-0.124 -0.238 -0.066
0.922 -0.381 1.409
0.113 -0.269 -0.021
0.306 0.309 -0.164
0.012 -0.145 -0.219
0.046 -0.017 -0.057
-0.214 -0.250 -0.180
0.060 0.224 0.058
0.081 1.327 -0.571
-0.090 0.127 0.287
-0.657 -0.443 -0.321